# 1
Entry from the OMol25 dataset: a molecular structure, C36H27BrClInN4O6S6 (ωB97M-V/def2-TZVPD).

Properties
LUMO energy	4.0	eV
charge	-2
E_HOMO	-2.619	eV
M	1034.21	g mol⁻¹

```
82
Properties=species:S:1:pos:R:3:forces:R:3
In 0.3533 0.0713 0.7906 -0.2413 0.0259 -0.0844
O -0.4587 2.5632 -3.2669 -0.0155 -0.0043 -0.0165
C 0.6052 3.3513 -3.5632 0.0055 -0.0205 -0.0179
C 0.4937 4.1773 -4.6752 0.0084 0.0114 0.0141
C 1.5508 4.9978 -5.0409 0.0046 -0.0005 -0.0025
C 2.7267 4.9929 -4.3061 -0.0072 -0.0022 -0.0067
C 2.8381 4.1551 -3.2018 0.0209 0.0092 0.0131
C 1.7900 3.3372 -2.8157 -0.0540 -0.0176 -0.0124
C 1.8452 2.3970 -1.6361 0.0024 -0.0084 0.0245
O 3.1719 2.3860 -1.1113 -0.0212 0.0260 0.0088
N 0.8906 2.7809 -0.6082 -0.0257 -0.0089 -0.0730
N -0.1440 1.8045 -0.4140 -0.0014 0.0064 -0.0418
C -1.3608 2.4676 -0.2531 0.0161 0.0449 -0.0204
C -2.5667 1.9678 -0.1261 0.0373 -0.0606 0.0301
Br -1.6679 0.2011 2.6307 0.0519 -0.0208 -0.0463
C -3.7822 1.5047 0.0227 -0.0227 0.0510 -0.0066
C -4.6540 1.1378 -1.1092 -0.0026 0.0023 -0.0124
C -5.8267 0.4180 -0.8820 0.0010 -0.0065 -0.0015
C -6.6230 -0.0056 -1.9369 0.0034 -0.0054 0.0002
C -6.2630 0.2865 -3.2451 -0.0048 0.0062 0.0033
C -5.1027 1.0171 -3.4836 -0.0065 -0.0025 -0.0038
C -4.3110 1.4418 -2.4305 0.0118 -0.0048 0.0128
H -0.3465 2.1015 -2.4119 0.0131 0.0355 0.0317
H -0.4311 4.1613 -5.2383 -0.0003 0.0007 0.0010
H 1.4523 5.6397 -5.9088 0.0001 0.0016 0.0008
H 3.5562 5.6272 -4.5928 0.0007 0.0009 0.0011
H 3.7528 4.1206 -2.6248 -0.0062 0.0020 -0.0039
H 1.5886 1.3909 -1.9860 0.0193 -0.0230 -0.0091
H 1.3654 2.9716 0.2763 -0.0513 0.0041 -0.0003
H -1.2821 3.5524 -0.2939 0.0233 0.0015 -0.0106
H -4.1622 1.2948 1.0212 0.0063 -0.0189 0.0005
H -6.0959 0.1673 0.1379 -0.0027 -0.0005 -0.0017
H -7.5225 -0.5763 -1.7367 -0.0008 0.0003 0.0023
H -6.8781 -0.0498 -4.0710 -0.0003 -0.0006 -0.0014
H -4.8096 1.2521 -4.4999 0.0004 0.0011 -0.0014
H -3.4010 2.0021 -2.6169 -0.0024 0.0018 -0.0006
O 2.4322 -3.8722 1.5786 0.0218 -0.0297 0.0121
S 2.1752 -2.4957 1.9266 -0.0804 0.0229 -0.0468
O 3.1436 -1.5111 1.5268 0.0144 0.0108 -0.0214
N 0.7335 -2.0074 1.4232 0.0192 -0.0396 0.0400
C -0.3189 -2.8941 1.2534 0.0614 -0.0164 0.0178
C -0.4795 -4.1017 1.9017 -0.0279 0.0199 -0.0310
C -1.5690 -4.9459 1.6159 0.0161 0.0201 0.0103
C -2.5102 -4.6171 0.6828 -0.0051 -0.0034 -0.0106
C -2.3947 -3.3846 0.0009 -0.0072 -0.0038 0.0063
C -3.2953 -2.9713 -1.0082 0.0001 0.0025 -0.0142
C -3.1107 -1.7854 -1.6543 0.0019 0.0024 0.0165
C -2.0371 -0.9657 -1.2532 0.0020 -0.0074 -0.0017
N -1.2082 -1.3123 -0.3060 -0.0272 -0.0191 0.0136
C -1.3282 -2.5178 0.3058 -0.0069 0.0026 -0.0033
C 2.0925 -2.4660 3.7042 -0.0254 -0.0398 0.0075
C 3.1726 -2.9842 4.4084 0.0007 -0.0131 -0.0023
C 3.1363 -3.0030 5.7920 0.0062 0.0012 0.0120
C 2.0201 -2.5158 6.4651 0.0074 0.0146 0.0049
C 0.9502 -2.0003 5.7517 0.0145 0.0329 0.0110
C 0.9839 -1.9644 4.3631 -0.0107 0.0175 -0.0012
H 0.2573 -4.4245 2.6201 0.0325 -0.0076 0.0230
H -1.6446 -5.8861 2.1496 0.0025 -0.0013 0.0015
H -3.3344 -5.2805 0.4491 -0.0015 0.0016 0.0022
H -4.1272 -3.6187 -1.2640 0.0004 -0.0004 0.0018
H -3.7798 -1.4459 -2.4333 -0.0048 0.0018 -0.0021
H -1.8708 0.0008 -1.7146 0.0071 0.0066 0.0004
H 4.0294 -3.3659 3.8675 -0.0062 -0.0036 0.0007
H 3.9785 -3.3962 6.3487 0.0017 0.0005 -0.0014
H 1.9962 -2.5265 7.5485 -0.0055 -0.0079 0.0004
H 0.0897 -1.5947 6.2689 -0.0025 -0.0093 0.0006
H 0.1656 -1.5229 3.8067 -0.0106 -0.0191 -0.0161
S 6.9158 -2.3149 -3.2947 -0.0143 0.0348 -0.0251
C 5.5863 -1.6027 -2.5956 0.0174 0.0122 -0.0268
S 3.9707 -2.1504 -2.8594 -0.0102 -0.0464 0.0622
C 3.1098 -1.0258 -1.8224 -0.0008 0.0079 -0.0534
C 3.9363 -0.1312 -1.1996 -0.0623 0.0153 -0.0243
S 3.4125 1.0793 -0.0877 0.1349 0.0340 -0.0252
S 5.6468 -0.2602 -1.5462 0.0261 -0.0433 0.0633
S 1.4177 -1.1989 -1.7300 0.0248 0.0413 0.0770
Cl 3.1110 0.7607 5.0109 0.0007 -0.0371 0.0107
C 2.8421 2.1414 3.9185 -0.0370 -0.0046 0.0031
C 1.9245 1.9074 2.7159 0.0793 0.1612 -0.0279
O 1.6713 2.9410 2.0886 0.0218 -0.0950 0.0817
O 1.5713 0.7241 2.4494 0.0905 -0.0289 0.0991
H 3.8106 2.4438 3.5264 -0.0023 -0.0158 -0.0057
H 2.4337 2.9570 4.5074 -0.0165 0.0006 -0.0080
```
Positions in Å, forces in eV/Å.

Mulliken population analysis, charges in e, atoms 1 to 8:
1 In 1.11
2 O -0.62
3 C 0.31
4 C -0.67
5 C -0.30
6 C -0.88
7 C -0.28
8 C -0.01

# 2
Entry from the OMol25 dataset: 2 unconnected molecules or ions with the total composition C5H10NOS at a distorted geometry (ωB97M-V/def2-TZVPD).

Properties
LUMO energy (spin up / spin down)	6.1 / 6.1	eV
charge	-2
E_HOMO (spin up / spin down)	0.362 / 0.367	eV
M	132.21	g mol⁻¹
2S+1	2

```
18
Properties=species:S:1:pos:R:3:forces:R:3
C 0.7409 2.4302 1.3170 0.1803 -0.3682 -0.6444
C 0.8657 -1.6231 0.2403 0.8099 -0.2305 0.0097
S 1.7002 -3.2446 0.3523 0.0427 -0.2882 -0.3366
C -0.3891 2.0125 0.6344 -0.9947 -0.0347 -0.2523
N -1.0004 0.7780 -1.7623 0.6847 0.3093 -1.3719
C -0.1388 1.5063 -0.8501 0.9273 -0.7683 0.3091
C -2.1074 -0.0463 -1.3586 0.6505 2.3132 0.7989
O -1.5884 2.0517 0.9955 -0.9032 0.4903 0.0692
H 1.6027 1.8234 1.0878 0.6447 0.4393 -0.0773
H 0.7583 3.0986 2.1723 -0.3510 -0.4194 0.1339
H 1.5428 -0.8727 0.6141 -0.0298 0.3285 1.1980
H -0.0896 -1.6764 0.7373 -0.2074 0.4510 0.3494
H 0.7234 0.8562 -0.6398 0.2808 0.1461 -0.5155
H 0.7368 -1.1684 -0.7222 -0.4857 -0.6725 -1.2008
H 0.1874 2.3810 -1.4250 0.1991 -0.1996 0.1739
H -2.8531 -0.1041 -2.1561 0.1661 -0.0967 -0.1071
H -2.3105 0.7874 -0.6403 -1.8168 -1.3630 0.9120
H -1.9125 -1.0317 -0.9506 0.2026 -0.0364 0.5518
```
Positions in Å, forces in eV/Å.

natural (NBO) population analysis, charges in e, atoms 1 to 8:
1 C -0.83
2 C -0.74
3 S -0.79
4 C 0.44
5 N -0.32
6 C -0.38
7 C -0.52
8 O -0.78

# 3
Entry from the OMol25 dataset: H2INP2 in the gas phase at a distorted geometry (ωB97M-V/def2-TZVPD).

Properties
LUMO energy	-2.2	eV
charge	0
E_HOMO	-7.932	eV
M	204.88	g mol⁻¹

```
6
Properties=species:S:1:pos:R:3:forces:R:3
N 0.5020 0.1376 1.1715 -6.4137 3.1217 2.6848
P -1.5148 0.9738 1.1386 4.3762 -2.0506 0.5005
P 1.0740 -0.0038 -0.2681 0.6050 -0.2527 -2.8138
I -2.3821 0.7005 -1.0846 0.3847 -0.0035 0.1122
H 2.0618 -0.8902 -0.0006 1.3991 -0.8189 0.0281
H 0.2591 -0.9179 -0.9568 -0.3513 0.0040 -0.5117
```
Positions in Å, forces in eV/Å.

Partial atomic charges computed with the natural (NBO) method, in multiples of e:
1 N -0.95
2 P 0.41
3 P 0.73
4 I -0.09
5 H -0.05
6 H -0.05

# 4
Entry from the OMol25 dataset: CH4ClN in the gas phase at a distorted geometry (ωB97M-V/def2-TZVPD).

Properties
LUMO energy (spin up / spin down)	0.7 / -4.0	eV
charge	0
E_HOMO (spin up / spin down)	-3.922 / -11.753	eV
M	65.50	g mol⁻¹
2S+1	3

```
7
Properties=species:S:1:pos:R:3:forces:R:3
C 0.1801 -0.5170 0.0339 0.3558 -4.5442 -1.2661
N -0.6802 0.5473 0.0040 0.2245 2.0842 1.0358
Cl 1.9258 0.0778 0.0216 -0.4279 0.3834 0.5030
H 0.1650 -1.1106 -0.8990 -0.2628 0.7270 0.2734
H -0.0340 -1.3302 0.8033 0.5408 1.8509 -0.2182
H -0.6837 1.1841 0.8769 -0.3209 -0.1315 0.5811
H -0.8730 1.1486 -0.8408 -0.1095 -0.3699 -0.9090
```
Positions in Å, forces in eV/Å.

Partial atomic charges computed with the natural (NBO) method, in multiples of e:
1 C -0.38
2 N -0.54
3 Cl -0.01
4 H 0.24
5 H 0.26
6 H 0.18
7 H 0.24